# 1
A molecular structure, C24H45ClP2Tc at a distorted geometry. Source: the OMol25 dataset; level of theory: ωB97M-V/def2-TZVPD.

Properties
E, eV: -58897.99221
<S²>: 3.762
Net charge: +2
Orbital gap (spin up / spin down), hartree: 0.2540 / 0.2016
2S+1: 4
LUMO (spin up / spin down), eV: -6.3 / -7.7

Structure (XYZ):
```
73
Properties=species:S:1:pos:R:3:forces:R:3
Tc 0.17594 0.71521 -2.15097 0.55 -0.93 1.25
C 1.13754 -4.48518 0.39191 0.14 0.05 -0.41
C 0.28892 -4.37882 1.52172 -0.03 -0.32 0.21
C -0.82456 -3.48679 -0.27852 0.28 0.16 0.06
C 0.44433 -3.94610 -0.72919 -0.30 -0.16 0.28
C -0.91851 -3.75121 1.11046 0.17 0.20 -0.05
C 2.51868 -5.02047 0.36991 0.22 0.08 0.12
H 2.91230 -5.10262 1.39153 -0.02 -0.07 -0.38
H 3.16830 -4.33931 -0.20743 -0.16 -0.37 0.19
H 2.56101 -6.01879 -0.10395 -0.02 0.37 0.15
C 0.92116 -3.89291 -2.11742 0.41 -0.07 -0.46
H 1.93117 -4.31404 -2.20506 -0.30 0.17 -0.06
H 0.94362 -2.84777 -2.46766 -0.04 -0.27 0.02
H 0.25817 -4.46441 -2.79090 0.17 0.25 0.22
C -1.81602 -2.76883 -1.09745 -0.23 -0.06 -0.32
H -1.82268 -3.17695 -2.11372 -0.17 0.08 0.10
H -1.53286 -1.70732 -1.16441 0.05 -0.30 0.09
H -2.82027 -2.80900 -0.66574 0.14 -0.08 -0.12
C -2.05638 -3.38066 1.96297 -0.39 -0.42 0.38
H -1.99475 -3.90191 2.92536 -0.16 0.24 -0.20
H -2.99700 -3.67564 1.47419 0.17 0.19 0.19
H -2.08739 -2.29922 2.15309 0.01 -0.14 -0.11
C 0.61012 -4.88664 2.87593 -0.25 0.07 0.00
H 0.55687 -5.99086 2.90483 0.07 0.39 -0.03
H -0.10048 -4.48881 3.60266 0.21 -0.15 0.04
H 1.62142 -4.58354 3.15458 -0.05 -0.12 0.11
C 0.83206 3.54363 1.39499 -0.32 -0.10 -1.55
C 1.50671 2.75759 2.21479 -0.21 -0.47 0.26
C 1.04187 2.36850 3.57502 -0.37 -1.26 -0.72
C 0.53684 0.89731 3.54586 -0.43 0.59 0.98
C -0.74601 0.62400 2.79654 0.02 0.48 0.26
C -1.58175 1.45349 2.16065 0.29 -0.55 0.12
C -1.65260 2.94716 2.12255 -0.38 0.71 0.06
C -0.65957 3.81131 1.33613 0.26 0.68 0.60
H 0.22869 3.02240 3.90433 0.38 -0.10 0.19
H 0.26104 0.70417 4.59232 0.27 -0.41 -0.02
H 1.89031 2.40132 4.26578 -0.25 0.25 0.03
H -0.86169 4.84435 1.65422 -0.07 -0.04 -0.35
H 1.34530 3.90947 0.48887 -0.27 -0.47 0.27
H 2.34141 2.16357 1.83865 0.53 0.86 0.30
H -0.95489 3.73120 0.28356 0.39 0.18 0.06
H -2.64010 3.17019 1.66852 0.39 0.09 0.32
H -2.45359 1.02344 1.67257 0.05 -0.38 0.51
H -1.73672 3.33957 3.14425 0.06 -0.20 -0.14
H 1.33829 0.16963 3.28602 -0.49 0.49 -0.03
H -1.10138 -0.37804 3.02055 0.06 -0.27 -0.73
P 1.92242 2.00687 -1.85929 2.42 1.47 -0.11
C 3.00980 0.60639 -2.46046 -0.70 0.27 0.04
H 3.98829 1.08897 -2.50448 -0.03 -0.63 -0.52
H 2.66329 0.22808 -3.43132 0.45 -0.08 0.09
H 3.00899 -0.19771 -1.69998 0.07 0.44 -0.36
C 1.86992 3.39013 -3.07469 0.17 -0.52 -0.04
H 2.91211 3.64624 -3.30592 -0.34 0.08 -0.24
H 1.38382 4.25894 -2.60616 0.11 -0.32 -0.11
H 1.32046 3.08341 -3.97334 0.20 0.28 0.06
C 3.31499 2.78697 -0.82726 -0.21 -0.04 0.62
H 4.24363 2.60753 -1.40559 -0.65 0.11 0.20
H 3.46963 2.32535 0.16191 -0.21 0.23 -0.45
H 3.23185 3.88663 -0.71575 -0.31 -0.71 0.02
P -1.83090 1.62865 -1.95404 -2.03 0.50 1.03
C -3.19539 0.66557 -1.14583 0.50 0.23 -0.48
H -4.11746 1.13547 -1.51349 0.06 -0.35 0.19
H -3.13284 0.75788 -0.05653 0.00 -0.02 -0.36
H -3.13919 -0.38836 -1.44083 -0.19 0.31 0.10
C -2.56736 3.31703 -1.72073 0.67 -0.30 -0.19
H -3.46675 3.30057 -2.34309 0.08 0.17 0.08
H -1.89088 4.10997 -2.05693 -0.19 -0.12 0.07
H -2.86256 3.49219 -0.68278 0.15 -0.11 -0.15
C -2.09291 1.32629 -3.72518 0.19 -0.07 -0.02
H -3.08195 1.72284 -3.88569 -0.40 0.02 -0.72
H -2.06360 0.25873 -3.97377 -0.13 0.14 0.02
H -1.36574 1.86287 -4.34587 -0.18 0.05 -0.04
Cl 0.45543 -0.40919 -0.16575 0.13 0.14 -0.44
```
Forces are in eV/Å.

Here are the Löwdin charges for atoms 1 to 2, given in e: atom 1 (Tc): 0.42, atom 2 (C): -0.12



# 2
A molecular structure, C24H45ClP2V at a distorted geometry. Source: the OMol25 dataset; level of theory: ωB97M-V/def2-TZVPD.

Properties
E, eV: -82397.13160
<S²>: 2.029
Net charge: +1
Orbital gap (spin up / spin down), hartree: 0.1991 / 0.2279
2S+1: 3
LUMO (spin up / spin down), eV: -4.6 / -3.8

Structure (XYZ):
```
73
Properties=species:S:1:pos:R:3:forces:R:3
V 1.28647 1.39346 1.28179 -8.40 -0.06 -1.69
C 2.65763 2.16103 2.57335 1.25 -0.22 0.43
C 2.31540 0.85384 3.05059 1.37 -0.42 0.01
C 3.08754 0.64201 0.88085 1.12 0.65 1.10
C 3.19109 2.03430 1.24236 1.28 -1.46 1.68
C 2.56571 -0.09062 2.00473 1.31 0.70 0.05
C 2.24979 3.39777 3.29191 0.23 0.27 0.18
H 1.15899 3.52151 3.21906 0.18 0.21 0.10
H 2.75165 4.27124 2.87209 -0.17 0.03 0.12
H 2.50325 3.31832 4.35569 -0.07 0.14 -0.23
C 3.41750 3.11019 0.27754 -0.12 0.98 -0.70
H 2.45822 3.38851 -0.20258 0.67 -0.12 0.03
H 4.10308 2.82197 -0.52183 -0.03 -0.05 0.15
H 3.78713 4.02387 0.75318 -0.02 -0.18 -0.02
C 3.14605 0.08852 -0.47833 0.36 0.16 1.42
H 3.91460 0.60025 -1.05927 0.03 -0.30 -0.04
H 2.20374 0.18061 -1.04259 0.05 -0.17 0.20
H 3.36148 -0.99427 -0.39077 -0.30 1.35 0.16
C 2.39817 -1.56397 2.06845 -0.33 -0.43 -0.08
H 2.36547 -1.91480 3.10698 0.16 0.12 -0.26
H 3.23498 -2.03113 1.53803 -0.16 -0.09 0.21
H 1.46342 -1.90612 1.60805 0.16 0.12 -0.02
C 1.90657 0.44913 4.42534 -0.49 0.11 0.46
H 2.55319 -0.37045 4.79946 -0.28 0.48 -0.30
H 0.87126 0.08052 4.41575 0.24 0.07 0.15
H 1.97517 1.28970 5.13500 -0.08 -0.38 -0.30
C -2.32212 0.63337 -2.45168 -0.32 0.49 0.19
C -2.97499 0.74702 -1.28476 -0.01 0.24 -0.72
C -3.89197 -0.26058 -0.66168 0.32 -1.05 0.22
C -3.63417 -1.75146 -1.06041 -0.47 0.14 0.44
C -2.22621 -2.20906 -0.84741 0.61 0.09 -0.30
C -1.22119 -2.10510 -1.72635 -0.32 -0.51 0.68
C -1.35768 -1.68040 -3.14823 -0.21 0.53 -0.48
C -2.36402 -0.51904 -3.42393 0.46 0.09 -0.60
H -4.95864 -0.04386 -0.87060 0.51 0.12 0.16
H -3.96217 -1.93992 -2.08005 -0.16 -0.13 0.19
H -3.73726 -0.22829 0.43175 -0.25 0.23 -0.33
H -3.38073 -0.93446 -3.54975 0.59 0.40 0.03
H -1.76427 1.49261 -2.86581 -0.17 -0.28 0.65
H -2.93310 1.68112 -0.72027 0.25 -0.07 -0.24
H -2.05467 -0.07888 -4.39374 -0.43 -0.40 0.28
H -0.35597 -1.45611 -3.54608 -0.36 0.24 0.08
H -0.21324 -2.41164 -1.42408 -0.35 -0.11 0.01
H -1.72174 -2.50368 -3.77141 0.16 -0.22 0.15
H -4.24895 -2.33839 -0.36324 -0.12 0.03 -0.46
H -2.06296 -2.68254 0.11606 0.36 0.27 0.06
P 0.27387 4.07098 -0.50838 -0.57 2.05 -1.61
C 1.13393 5.71305 -0.27168 0.41 -0.11 0.77
H 0.73957 6.43318 -1.00155 0.16 -0.34 0.21
H 2.21813 5.64289 -0.41038 -0.17 -0.01 0.08
H 0.93708 6.10387 0.73218 0.08 0.02 -0.11
C 0.73177 4.06377 -2.31628 0.27 -0.82 -0.11
H 0.36528 4.98633 -2.78930 0.16 -0.32 0.26
H 0.27721 3.20660 -2.82409 0.09 0.12 0.00
H 1.81925 4.01368 -2.45344 -0.19 -0.07 0.01
C -1.32754 4.95970 -0.87996 -0.62 -0.42 0.48
H -1.11132 5.80793 -1.54668 -0.02 -0.41 0.28
H -1.78050 5.35796 0.03505 0.01 -0.17 -0.14
H -2.05336 4.31125 -1.38269 0.10 0.01 0.20
P 3.67380 -1.64262 -2.36965 -0.11 -1.09 -1.65
C 4.44991 -3.22364 -1.89251 0.09 -0.29 -0.30
H 4.86220 -3.75180 -2.76217 0.00 -0.04 0.24
H 3.70058 -3.85713 -1.40262 0.18 0.05 -0.11
H 5.25664 -3.02439 -1.17554 -0.13 -0.08 -0.14
C 2.51355 -2.07495 -3.70473 0.28 -0.49 -0.58
H 2.96942 -2.76163 -4.43172 -0.27 0.13 -0.05
H 2.20237 -1.15562 -4.22033 0.05 -0.24 0.12
H 1.62294 -2.54849 -3.26960 0.25 0.10 -0.13
C 5.05114 -0.80160 -3.22736 0.13 -0.15 -0.32
H 5.46905 -1.42399 -4.03016 0.04 0.23 0.11
H 5.84120 -0.57311 -2.50120 -0.10 -0.06 -0.15
H 4.69318 0.14463 -3.65023 0.09 -0.16 0.01
Cl -0.79874 0.23453 1.64574 1.75 0.92 -0.18
```
Forces are in eV/Å.

Here are the Löwdin charges for atoms 1 to 2, given in e: atom 1 (V): 0.71, atom 2 (C): -0.29